Entry 1:
The following is a quantum chemistry calculation of a cluster of 9 separate species, C33H63F9N9O11S2 in total, from the OMol25 dataset.

Frontier orbital gap (Eh): 0.063
Charge: +3
Calculated total energy (Eh): -4309.4742
E_HOMO (eV): -8.40
Energy above the lowest of the compared OMol25 structures with the same formula, charge and spin (kcal per mole): 39.1

```
127
Properties=species:S:1:pos:R:3:mulliken_charge:R:1
H 0.680 0.941 10.297 0.418
H -0.823 -0.319 11.250 0.388
C 13.170 -8.017 -2.074 -0.828
H 3.792 9.596 -1.438 0.465
H 7.699 -7.652 -2.931 0.344
H 11.137 -6.074 -1.513 0.360
C 3.247 10.882 1.194 -1.066
H -7.263 3.944 -1.099 0.325
H -0.883 -9.348 2.549 0.371
N -1.501 -8.609 2.852 -0.175
H 8.797 -5.499 -2.228 0.292
N -7.774 0.128 1.079 0.168
F 1.199 0.475 0.489 -0.288
H -1.035 -9.091 4.782 0.364
H 7.471 -6.859 -4.529 0.345
H 0.160 2.006 -3.431 0.308
H 6.366 5.843 1.204 0.311
H 1.657 -0.520 10.343 0.349
H 13.202 -9.105 -2.113 0.339
H 6.741 -6.195 -3.090 0.379
H -1.162 -0.595 0.024 0.260
C -3.852 -3.929 -7.705 -0.927
C -3.352 -10.432 2.425 -0.867
F -3.835 10.269 -6.349 -0.223
H 1.792 9.484 0.312 0.324
O -4.250 5.001 7.601 -0.661
C -3.115 5.392 5.200 0.563
H -0.744 3.251 -2.539 0.377
O -1.813 13.141 -7.382 -0.635
C -7.400 -0.471 2.361 -0.838
C 2.614 9.450 1.027 -0.471
C 11.076 -6.642 -2.430 -0.091
H -8.307 0.561 -2.192 0.422
H -8.682 4.566 -2.049 0.373
F -3.330 4.124 4.907 -0.214
H -2.311 -5.654 -5.807 0.364
H -8.031 2.179 1.774 0.387
H 2.083 9.102 1.912 0.419
C 11.626 -8.029 -4.062 -0.305
C 0.933 0.036 9.747 -1.194
H -8.103 -1.228 2.708 0.360
C 10.512 -7.350 -4.396 -0.496
H -4.558 -4.543 -8.265 0.349
H 0.717 2.415 -1.930 0.262
H -2.493 -11.103 2.430 0.349
C -1.145 1.264 -1.777 -0.138
C -2.554 -4.781 -7.697 0.526
H 2.572 11.609 1.644 0.358
H -2.829 -0.212 11.194 0.373
O -0.398 -1.367 8.343 -0.370
F -2.973 10.762 -8.355 -0.235
C 8.859 -5.846 -3.259 -0.310
C -7.682 -0.391 -0.204 -0.441
C -9.115 2.870 -0.837 -0.627
C -1.404 -7.040 -7.052 -0.765
C -1.015 -8.152 4.228 -0.807
H 5.245 5.021 0.086 0.365
N 11.984 -7.635 -2.834 0.069
C -8.043 1.462 0.965 -0.153
N 10.051 -6.617 -3.298 0.243
F 2.037 -0.612 -0.946 -0.301
O -3.526 13.060 -5.751 -0.652
H -1.317 -7.148 -8.133 0.340
H 3.444 11.231 0.180 0.361
H -4.108 -10.774 3.131 0.314
H -1.069 -1.873 11.045 0.354
C -2.741 10.677 -7.007 0.579
C -3.030 -8.971 2.774 0.481
H -8.022 3.283 -2.641 0.345
H -1.485 -7.813 2.231 0.375
H -1.731 -7.404 4.568 0.343
O -1.330 12.110 -5.236 -0.687
C 4.103 7.506 0.825 -0.143
H 8.873 -4.947 -3.875 0.297
N -2.477 -6.016 -6.736 -0.186
N 3.584 8.614 0.319 0.142
H -3.011 -1.806 10.304 0.302
C -0.231 2.293 -2.454 -1.201
H -3.421 -6.374 -6.762 0.389
H 3.822 7.252 1.837 0.374
H 13.946 -7.474 -2.614 0.366
H -7.327 -1.405 -0.320 0.422
F -1.689 9.815 -6.874 -0.235
H 1.449 0.449 8.880 0.338
C -8.216 0.554 -1.115 -0.307
F -3.258 6.186 4.078 -0.219
H 6.020 7.642 -1.770 0.423
H 6.672 5.806 -0.602 0.261
N -8.564 1.666 -0.335 0.195
H -10.029 2.519 -1.315 0.368
H -2.086 1.094 -2.301 0.303
O -4.219 7.371 6.698 -0.640
H -6.489 -1.066 2.292 0.347
C 7.631 -6.702 -3.462 -1.165
H 0.007 -7.775 4.176 0.338
H 12.301 -8.693 -4.582 0.477
N -1.145 -0.988 10.565 -0.195
H -7.290 0.175 3.233 0.323
H -3.660 -2.906 -8.030 0.306
C 5.937 5.855 0.202 -0.771
H -0.391 -6.744 -6.781 0.311
N 5.079 7.008 0.023 0.124
H -1.323 1.671 -0.782 0.271
H 13.136 -7.769 -1.013 0.311
O -0.440 0.068 -1.865 -0.258
H 4.162 10.919 1.785 0.307
C -2.625 -0.786 10.291 -0.729
C -0.197 -0.799 9.345 0.645
S -2.330 12.409 -6.286 1.088
O -3.868 -8.149 3.093 -0.401
H -4.019 -3.983 -6.629 0.337
O -1.484 -4.498 -8.220 -0.397
H 9.890 -7.444 -5.274 0.373
H -3.796 -10.352 1.432 0.315
O -5.839 5.741 5.962 -0.663
C -0.381 -0.811 -0.705 -0.144
O -0.762 -2.129 -1.121 -0.981
F 1.291 -1.596 0.838 -0.276
C 1.048 -0.649 -0.040 0.808
H -9.494 3.456 0.000 0.371
H -1.757 -7.986 -6.640 0.353
F -1.846 5.476 5.751 -0.235
C 4.203 8.765 -0.883 -0.493
H -2.818 -0.183 9.404 0.321
C -8.174 3.691 -1.642 -1.039
S -4.451 5.933 6.486 1.069
C 5.228 7.861 -1.069 -0.291
```

=====

Entry 2:
The following is a quantum chemistry calculation of a cluster of 2 separate species, C33H64BN2O6P2 in total, from the OMol25 dataset.

Frontier orbital gap (Eh): 0.243
Charge: +1
Calculated total energy (Eh): -2563.5104
E_HOMO (eV): -8.96

```
108
Properties=species:S:1:pos:R:3:mulliken_charge:R:1
H -2.092 -6.215 7.504 0.284
H 5.095 3.261 -5.685 0.374
C -1.543 -2.677 -1.703 -0.370
H 1.677 3.855 -4.997 0.451
C -2.820 -4.951 2.852 -0.159
H -1.161 -1.855 -2.480 0.323
H 4.090 6.747 -4.763 0.476
H 0.667 -7.665 4.178 0.252
C 0.406 -7.877 5.309 -0.901
H 0.132 -0.498 3.667 0.300
C 2.146 6.273 -2.827 -0.936
H -5.075 3.061 1.479 0.197
C 5.084 4.328 -5.433 -0.434
H -0.857 -0.012 -1.357 -0.319
H 5.527 6.248 -6.369 0.281
O -3.911 3.274 -0.637 -0.618
H 2.851 1.682 0.300 -0.051
H -0.092 -4.385 -1.168 0.291
H -3.959 -4.137 1.069 0.320
C -0.247 -5.191 5.743 -0.789
O -1.371 3.115 -2.277 -0.761
H 5.219 5.628 -8.698 0.354
C 0.585 -0.664 1.138 0.664
O -5.325 -1.934 1.325 -0.560
H -3.914 -5.213 4.921 0.298
H -0.672 -5.440 2.171 0.178
C -2.857 -3.968 1.496 -0.128
C -4.062 0.704 2.655 0.009
C -4.399 -1.108 0.856 -0.232
H -3.400 -5.934 2.499 0.396
P -3.753 2.796 0.890 0.341
H -4.765 -0.160 4.980 0.355
C 1.994 6.501 -4.321 -0.709
H 0.033 4.258 0.004 0.310
C -1.288 -5.455 3.194 -0.377
H 2.917 6.950 -2.433 0.347
H 6.600 4.948 -6.796 0.429
C 3.797 4.425 -3.296 -0.960
C -0.259 -3.241 -0.889 -0.320
H 3.084 6.233 -6.151 0.394
C -2.022 0.192 0.716 1.175
O -0.657 3.553 0.264 -0.469
O 0.967 2.123 -1.480 -0.468
H 0.913 1.485 -2.275 0.298
H 4.961 3.926 -8.286 0.325
H -4.634 -3.839 3.751 0.332
H 1.214 6.520 -2.313 0.407
H -1.750 -0.464 3.624 0.111
H 5.818 4.480 -4.628 0.323
C -0.476 -4.516 4.262 0.131
H -0.377 -8.777 5.290 0.271
H 0.617 -4.361 3.806 0.264
B -2.807 -2.118 -0.817 0.198
C 4.816 4.953 -7.935 -1.180
H 4.031 3.366 -3.137 0.546
H 2.986 2.652 -5.154 0.370
H -1.821 -8.077 7.108 0.288
H 0.700 -2.664 -1.306 0.154
C -4.437 0.426 3.995 -1.063
H -4.380 -3.340 -1.408 0.338
H -2.560 0.785 -1.418 0.523
O -4.141 -2.359 -1.482 -0.650
H 2.644 3.791 -6.498 0.318
H 0.588 -1.719 1.635 -0.019
C 2.540 4.831 -2.539 0.094
C 3.255 6.109 -5.080 -0.796
H 2.609 -0.754 2.289 0.327
C 2.667 3.665 -5.413 -0.994
H -1.370 -6.591 3.490 0.284
H 3.745 5.146 -7.871 0.279
C 2.992 0.506 0.430 -0.523
H 4.120 0.358 0.785 0.389
H 0.698 -0.732 -0.023 -0.415
C 1.995 0.063 1.671 -0.595
C -2.481 -2.414 1.811 0.432
H 2.793 -0.101 -0.550 0.128
N 3.678 4.656 -4.823 0.267
H -3.130 -2.024 2.736 0.174
H 2.718 4.721 -1.462 0.363
H 1.125 5.947 -4.697 0.309
H -0.161 1.404 1.590 0.495
H 1.780 7.560 -4.506 0.409
H -2.854 3.674 1.652 0.133
H -1.368 -2.429 2.229 -1.199
H 1.707 4.163 -2.780 0.016
C -0.662 0.320 1.637 -0.102
H -5.332 0.877 0.652 0.483
C -2.749 -1.324 0.623 0.275
C -1.280 -7.053 7.397 -1.017
H -3.056 -3.544 4.748 0.159
H -1.933 -3.570 -2.394 0.331
H 4.642 5.032 -2.946 0.378
P -0.723 2.393 -0.988 0.747
H 1.339 -8.296 5.922 0.283
H -0.911 -3.409 4.361 -0.028
C -0.341 -6.637 6.082 0.449
C 5.541 5.184 -6.621 -0.455
C -3.391 0.978 1.148 0.301
H 0.060 -4.440 6.615 0.210
C -0.811 0.099 3.242 -0.927
H -2.092 -4.527 0.767 -0.071
C -1.565 0.744 -0.757 -0.450
C -3.657 -4.364 4.124 -1.116
H -0.784 1.141 3.823 0.211
H 1.792 0.937 2.434 0.355
N -4.504 0.321 0.293 -0.305
H -0.298 -3.177 0.275 -0.093
H -0.618 -7.172 8.359 0.284
```

=====

Entry 3:
The following is a quantum chemistry calculation of a cluster of 3 separate species, C33H65BN3O7 in total, from the OMol25 dataset.

Frontier orbital gap (Eh): 0.227
Charge: -1
Calculated total energy (Eh): -2011.8862
E_HOMO (eV): -3.88
Energy above the lowest of the compared OMol25 structures with the same formula, charge and spin (kcal per mole): 200.7

```
109
Properties=species:S:1:pos:R:3:mulliken_charge:R:1
C -6.018 -1.575 0.406 -0.932
H -0.167 -6.497 0.560 0.394
H 4.002 4.814 -0.060 0.226
H 1.938 -3.818 -4.383 0.336
H 1.462 3.841 1.598 0.128
C 4.185 6.566 -2.815 0.089
C -0.002 -4.171 1.648 -0.761
H -2.507 -5.206 -2.917 0.257
H -4.855 0.258 3.355 0.286
H -0.299 -1.646 5.592 0.237
C -1.650 -3.217 4.771 -0.243
H -4.069 -1.220 2.392 0.053
C -1.752 -6.065 -2.691 -0.637
C -0.359 -2.640 2.049 0.543
H -2.320 -0.960 1.036 -0.395
H 2.373 5.700 0.159 0.288
H -2.021 -7.251 -0.785 0.318
H -2.384 -5.451 -0.629 0.229
H -2.332 0.077 3.638 0.135
H 2.059 5.982 -4.389 0.287
H -0.339 -2.070 -5.861 0.239
H -1.274 -3.723 -3.969 0.165
H 1.177 -0.959 -3.169 0.296
H 1.490 -1.692 -5.615 0.245
C 0.578 0.984 1.016 -0.185
H 0.603 -3.230 5.303 0.362
C -0.410 -5.731 -3.506 -0.508
C 0.245 -1.116 -3.849 -0.297
C -1.630 -6.206 -1.100 -0.573
H 1.025 -4.026 -0.386 0.240
H 0.670 -4.290 -5.644 0.264
H 4.800 6.803 -5.912 0.330
C -4.934 0.551 1.125 -1.052
H -5.443 -2.298 1.116 0.161
H -1.526 -2.687 2.083 -0.207
O -4.958 1.263 -1.648 -0.610
H 5.239 2.682 6.840 0.364
C 0.529 -2.096 -5.096 -0.485
O 2.715 2.235 0.814 -0.437
H -3.974 -3.806 4.277 0.309
O 3.370 4.377 3.928 -0.617
H 1.840 1.840 2.738 0.205
C 4.045 4.985 4.737 0.082
H -1.992 -0.975 -4.812 0.244
C -0.201 -5.897 -0.441 -0.721
H -6.345 -2.243 -0.489 0.336
H 0.007 -3.610 -2.609 -0.303
H 3.025 5.007 -5.531 0.367
H 3.248 3.915 2.070 0.002
C -0.177 -2.527 4.840 -0.646
H -2.240 -7.023 -3.136 0.323
H 3.608 2.693 6.112 0.296
H -6.918 -1.192 1.022 0.345
C 1.991 1.323 1.718 -0.265
C 5.188 6.260 -5.046 -0.932
N 4.722 4.421 5.783 0.133
H -0.632 -1.436 -3.173 0.282
H -0.600 -6.079 -4.605 0.396
H 0.715 -6.245 -1.035 0.350
C 5.507 5.211 6.708 -0.935
C -1.600 0.108 -4.665 -0.553
H 2.538 4.260 -1.039 0.122
H 5.123 7.107 -2.611 0.285
O 3.322 6.442 -1.968 -0.511
H 5.470 6.271 6.447 0.289
B -0.237 -0.266 1.769 0.311
H 1.436 -2.365 3.375 0.117
H 6.010 6.829 -4.606 0.286
H -0.809 -3.638 -0.425 0.161
O -0.003 -1.591 1.104 -0.395
H -6.748 -0.994 -2.668 0.276
H 5.036 2.488 5.076 0.283
H -2.750 1.694 2.778 0.352
O 0.154 -0.569 3.163 -0.634
C 2.532 3.619 1.199 0.306
C -5.660 0.285 -1.181 0.617
H -1.931 0.684 -5.617 0.241
C 0.842 -3.632 -4.697 -0.705
C -2.723 0.549 2.647 -0.719
H 4.164 6.080 4.685 0.263
H -0.868 -4.848 2.034 0.367
H 0.534 -6.286 -3.170 0.232
C -0.239 -4.119 -3.605 0.218
O -0.166 0.182 -4.430 -0.402
H -7.900 -0.355 -1.346 0.294
C 2.935 5.337 -4.495 -0.935
C -6.998 -0.079 -1.998 -1.052
C -1.822 0.029 1.409 0.282
C -2.875 -3.608 4.563 -0.274
N -5.154 -0.425 0.006 0.302
C 4.652 2.985 5.971 -0.918
H 2.676 0.390 1.831 0.091
H -1.965 0.776 0.524 0.234
H 1.002 -4.520 2.120 0.132
H -2.157 0.516 -3.730 0.187
H 5.558 5.282 -5.363 0.339
H -0.143 1.898 1.031 0.144
H 2.812 4.469 -3.842 0.285
C 0.328 -2.003 3.374 0.033
C -0.015 -4.334 0.033 -0.184
N 4.117 6.072 -4.089 0.135
H -5.968 0.947 1.441 0.516
C -4.223 -0.084 2.436 -0.223
C 2.853 4.669 -0.011 -0.831
H -7.276 0.786 -2.718 0.295
H 6.545 4.870 6.675 0.333
H 0.744 0.645 -0.081 -0.144
H 5.109 5.077 7.717 0.338
H -4.292 1.465 0.818 0.419
```

=====

Entry 4:
The following is a quantum chemistry calculation of a cluster of 7 separate species, C33H65Br2ClNO7 in total, from the OMol25 dataset.

Frontier orbital gap (Eh): 0.287
Charge: +1
Calculated total energy (Eh): -7485.8299
E_HOMO (eV): -10.48

```
109
Properties=species:S:1:pos:R:3:mulliken_charge:R:1
H -5.286 -5.943 -1.719 0.048
Cl -4.793 -7.563 -3.375 -0.177
H 2.468 -0.334 3.352 0.358
C 8.624 4.822 4.764 -1.247
H -5.641 -2.420 -3.334 0.519
C -8.656 -10.055 -2.371 0.828
H -2.967 -2.245 -0.875 0.433
C -0.043 0.854 2.787 -1.036
C 7.278 5.450 4.504 1.004
Br -3.290 0.976 -0.597 -0.029
C -1.637 -6.308 -0.192 -0.459
H -5.881 -4.370 -4.010 0.331
C -2.049 -4.659 -3.975 -1.917
H 4.184 6.322 1.358 0.282
H -9.425 -11.820 -1.431 0.328
H -0.764 2.328 -1.816 0.436
H 9.423 10.870 6.458 0.330
C -2.081 -2.472 -2.809 -2.469
H -0.059 0.452 3.801 0.433
O 7.084 6.163 3.545 -0.567
C 4.542 5.307 1.202 -0.863
H -10.242 -11.363 -2.940 0.318
H 1.719 5.368 1.139 0.370
H -1.033 0.751 2.346 0.206
C -4.207 -1.330 -2.347 -1.786
O 3.740 3.511 2.545 -0.588
Br -2.066 0.977 -3.873 -0.107
C 2.373 0.101 2.356 -0.957
O 8.910 8.017 7.515 -0.559
H -0.978 -4.757 -3.821 0.451
H 5.462 5.165 1.764 0.166
H 5.996 4.080 5.539 0.387
H -3.033 -6.722 1.401 0.352
H -2.819 -8.064 0.254 0.304
H -1.579 -7.688 1.467 0.425
C 3.432 8.018 -1.847 0.771
H -1.461 -0.631 -0.452 0.509
H 2.276 4.212 -0.078 0.272
H -7.362 -7.027 -3.489 0.368
O -2.155 -4.423 -1.575 -0.394
H -1.031 -2.542 -2.542 0.772
C 2.162 4.382 0.994 -0.694
H -4.975 -1.176 -1.597 0.367
N -4.625 -2.449 -3.273 0.170
C -0.260 1.374 -1.705 -1.131
H -8.630 -12.106 -2.988 0.320
H 5.272 5.664 5.200 0.268
C -5.544 -6.048 -2.768 0.979
H 10.673 9.658 6.812 0.315
C -2.065 -0.365 -1.320 -1.174
C 0.935 0.095 1.927 0.871
H 8.533 3.735 4.778 0.365
H 4.659 8.875 -3.381 0.333
H -2.187 -4.081 -4.892 0.392
H -2.496 -5.634 -4.151 0.495
H 5.385 8.874 -1.759 0.283
H 6.912 9.966 6.195 0.412
H -7.364 -10.272 -0.665 0.354
H 6.685 8.218 6.404 0.173
C -2.313 -7.261 0.788 -1.347
H 6.482 5.496 6.492 0.362
C -2.645 -5.701 -1.158 -0.033
H 9.319 5.113 3.980 0.323
H -1.201 -5.471 0.356 0.309
C 7.349 8.984 6.009 -1.001
H 1.433 7.306 -2.091 0.241
O 3.678 7.217 -0.974 -0.464
C -4.205 -3.820 -2.810 -0.022
H -4.537 -3.864 -1.771 0.472
H 0.716 1.407 -2.180 0.401
H -0.417 -0.508 -2.690 0.483
H -6.985 -8.906 -1.734 -0.137
O 0.561 -0.485 0.926 -0.541
H -4.156 -0.428 -2.951 0.457
C 8.694 8.866 6.682 0.861
H -2.811 -6.357 -2.013 0.123
C -2.819 -1.635 -1.765 1.554
H 4.098 10.030 -2.161 0.334
H -4.289 -2.264 -4.217 0.485
H 1.626 9.050 -2.369 0.334
H 2.187 7.895 -3.588 0.333
H 9.010 5.155 5.729 0.310
C -7.080 -6.195 -2.852 -1.498
O -9.202 -9.078 -2.831 -0.537
C 4.462 9.014 -2.317 -1.117
H 2.746 1.127 2.382 0.142
C -9.281 -11.425 -2.438 -1.190
H 9.953 9.752 5.190 0.302
C 9.757 9.851 6.259 -1.115
H 1.503 3.624 1.414 -0.045
C 3.513 4.320 1.671 0.770
C -1.101 0.250 -2.326 0.155
C 6.184 5.154 5.500 -1.189
H -4.459 -5.252 -4.458 0.734
C -7.306 -9.944 -1.704 -0.604
H 2.969 -0.478 1.653 0.299
H -7.556 -5.276 -3.184 0.458
H -0.120 1.157 -0.648 0.059
C 2.080 8.069 -2.516 -1.060
H 0.231 1.909 2.833 0.232
C -4.999 -4.867 -3.601 -2.343
H -2.197 -2.024 -3.796 0.216
C -2.644 -3.905 -2.790 1.835
H 7.459 8.840 4.933 0.281
H -6.572 -10.558 -2.227 0.303
H -0.845 -6.804 -0.750 0.365
H -7.477 -6.426 -1.865 0.326
H 4.738 5.169 0.141 0.319
H -3.574 -5.544 -0.599 0.120
```